A structure of composition C12H36FNaO16P4, computed with ωB97M-V/def2-TZVPD.

Positions of all 70 atoms, in Å:
1 Na 21.337800 -18.931560 16.066010
2 F 22.896380 -20.606170 14.893320
3 C 23.786730 -15.071730 16.777920
4 O 22.995020 -14.412610 15.777670
5 P 22.230810 -15.284800 14.624380
6 O 21.744730 -16.640470 14.925520
7 O 21.089900 -14.289980 14.152650
8 C 20.501590 -14.401800 12.837950
9 O 23.269000 -15.280470 13.360980
10 C 23.771710 -14.034550 12.857550
11 H 23.619530 -14.577570 17.734970
12 H 24.818830 -14.839580 16.515270
13 H 23.505660 -16.122460 16.849120
14 H 20.726070 -13.553630 12.191180
15 H 19.415970 -14.372630 12.931020
16 H 20.848550 -15.215460 12.201020
17 H 23.854000 -13.314820 13.671980
18 H 23.178040 -13.759370 11.985800
19 H 24.781930 -14.152390 12.465560
20 C 23.337400 -19.116090 20.588140
21 O 22.251590 -18.254280 20.816620
22 P 21.829700 -17.275380 19.620720
23 O 21.858230 -17.826320 18.230750
24 O 20.356260 -16.817030 20.115760
25 C 19.395370 -17.795330 20.399810
26 O 22.784710 -15.973870 19.935490
27 C 22.984720 -15.444370 21.208770
28 H 23.169830 -19.396290 19.548190
29 H 23.170830 -19.996120 21.209340
30 H 24.317440 -18.673700 20.766770
31 H 18.418570 -17.561100 19.976600
32 H 19.258540 -17.697580 21.476750
33 H 19.800630 -18.760900 20.097230
34 H 22.266870 -15.596030 22.014870
35 H 22.905180 -14.360200 21.129130
36 H 23.964400 -15.806200 21.520870
37 C 18.788530 -18.243860 10.828790
38 O 19.195580 -18.076610 12.245550
39 P 18.644920 -19.177600 13.322510
40 O 19.238080 -19.059230 14.711290
41 O 17.014900 -19.132830 13.211700
42 C 16.201040 -20.005320 13.958530
43 O 19.027440 -20.612920 12.548740
44 C 20.375450 -21.004540 12.216510
45 H 17.914480 -18.886840 10.725280
46 H 19.677990 -18.589640 10.302110
47 H 18.564840 -17.280230 10.371120
48 H 15.610500 -20.655690 13.313260
49 H 15.543740 -19.397650 14.580450
50 H 16.687190 -20.767480 14.567520
51 H 20.872910 -20.075020 11.939700
52 H 20.414550 -21.566270 11.283230
53 H 20.911910 -21.592720 12.961060
54 C 17.899130 -20.874310 19.705950
55 O 19.000290 -21.723070 19.364020
56 P 20.012970 -21.408250 18.127840
57 O 20.043100 -19.948510 17.778390
58 O 21.398790 -22.043450 18.689490
59 C 22.386830 -22.524420 17.805440
60 O 19.428450 -22.464650 16.967180
61 C 19.672450 -22.146810 15.560500
62 H 17.726390 -20.090200 18.968780
63 H 18.009420 -20.457340 20.706990
64 H 17.007490 -21.500970 19.725450
65 H 23.167770 -21.821160 17.516210
66 H 22.137600 -22.746750 16.767870
67 H 22.865880 -23.385340 18.271730
68 H 20.398450 -21.346790 15.415600
69 H 18.696990 -21.851460 15.174060
70 H 20.043690 -22.942010 14.914010

Force components x, y, z for each atom (eV/Å):
-0.56 0.96 0.23
0.00 0.01 0.02
0.17 0.52 0.10
-1.82 -0.96 -1.50
1.18 1.15 -0.84
0.68 -0.06 0.36
0.26 0.10 -0.18
-0.31 0.52 -0.68
-0.55 -0.60 1.16
0.39 -0.13 -0.10
-0.36 -0.10 -0.09
0.13 -0.70 0.00
0.39 0.02 0.03
0.37 0.57 0.62
0.14 -0.48 0.25
-0.06 -0.63 0.75
-0.43 0.31 -0.32
-0.25 0.49 0.39
0.04 -0.52 0.20
-0.26 -1.21 -0.75
-0.95 1.13 -0.07
-0.71 1.37 0.79
0.75 0.91 1.67
2.51 1.09 -1.24
-0.34 -0.44 1.06
-2.23 -2.14 -2.45
0.44 1.02 1.35
1.00 -0.56 -0.11
0.27 0.11 0.05
-0.14 0.15 0.01
0.31 -0.01 -0.58
-0.09 -0.71 0.15
-0.65 -0.18 0.14
-0.41 -1.07 -0.40
0.72 0.08 -0.28
-0.01 0.47 0.34
0.51 0.29 0.35
-1.50 -1.05 0.74
1.04 -0.67 -0.32
-0.91 -0.11 -2.65
3.08 0.18 -0.47
-1.15 -1.09 0.65
-0.88 0.69 1.15
-0.02 1.27 -0.76
0.29 -0.10 0.04
-0.24 -0.47 0.03
-0.13 0.18 0.61
-0.18 0.54 -0.49
0.06 -0.14 -0.02
0.73 0.54 0.28
0.67 -0.06 0.44
-0.71 -0.26 0.12
-0.31 0.30 0.36
-0.77 -0.11 -0.23
1.88 0.13 -1.34
-1.85 -0.57 0.69
0.41 -2.15 -0.33
-1.67 0.80 -0.85
1.39 -0.35 -0.99
1.83 1.47 0.73
-0.62 0.51 0.06
0.26 0.06 0.07
0.39 0.00 -0.13
0.08 -0.08 -0.04
0.26 0.78 1.18
-1.34 -0.75 0.23
-0.16 0.06 -0.14
-0.30 0.24 0.29
0.29 0.22 -0.16
-0.08 -0.76 0.84

Output
- frontier orbital gap (alpha / beta) (eV) = 10.942 / 4.801
- ΔE to the lowest compared entry with this formula, charge and spin (kcal per mole) = 0.00
- LUMO (alpha / beta) (eV) = -2.0 / -8.1
- 2S+1 = 2
- largest force on an atom (eV Å⁻¹) = 3.9
- HOMO level (alpha / beta) (eV) = -12.94 / -12.94
- total charge = +1